Entry 1:
A structure of composition CH2O4S, computed with ωB97M-V/def2-TZVPD.

Structure (ORCA input):
```
! RIJCOSX wB97M-V def2-TZVPD def2/J DEFGRID3
* xyz 0 1
S -2.11 -0.10 0.41
O 0.39 -1.62 0.84
O -3.28 0.29 -0.23
O -1.19 -0.83 -0.70
O -0.84 1.80 0.25
C -0.03 -1.40 -0.27
H 0.66 -1.69 -1.10
H -1.37 2.65 0.35
*
```

## Properties
**Kohn-Sham gap (spin up / spin down)**: 0.3225 / 0.3216 hartree
**Electronic energy**: -20091.42814 eV
**Energy relative to the best compared isomer or geometry (same formula, charge and spin)**: 2.811 eV
**Max |F|**: 4.58 eV Å⁻¹
**Highest occupied orbital energy (spin up / spin down)**: -10.3 / -10.3 eV

Atom charges from the Mulliken analysis, given in e for atoms 1 to 5: 0.779, -0.397, -0.342, -0.152, -0.689

---

Entry 2:
An isolated molecule of C7H11N, computed with ωB97M-V/def2-TZVPD.

Structure (ORCA input):
```
! RIJCOSX wB97M-V def2-TZVPD def2/J DEFGRID3
* xyz 0 1
N 0.73 -0.52 -2.01
C 0.64 -1.20 1.29
C -0.97 0.34 -0.40
C 0.37 0.27 1.76
C 0.07 1.00 0.48
C -0.32 -0.91 -1.06
C 0.35 -1.68 0.11
C -0.83 1.85 -0.34
H 0.21 0.17 -2.60
H -1.12 -1.56 -1.52
H 0.45 -2.75 -0.01
H -0.51 0.38 2.37
H 1.02 1.08 -0.04
H -1.81 -0.02 0.24
H -1.71 2.45 0.09
H -0.36 2.41 -1.14
H 1.49 -0.05 -1.50
H 1.11 -1.91 1.95
H 1.19 0.65 2.33
*
```

## Properties
**Kohn-Sham gap**: 0.3704 hartree
**Electronic energy**: -8924.51954 eV
**Energy relative to the best compared isomer or geometry (same formula, charge and spin)**: 3.209 eV
**Max |F|**: 2.62 eV Å⁻¹
**Highest occupied orbital energy**: -9.0 eV

Atom charges from the Mulliken analysis, given in e for atoms 1 to 5: -0.681, -0.228, -0.158, -0.917, 0.076

---

Entry 3:
A structure of composition C25H18Cl2ErN3O5S3, computed with ωB97M-V/def2-TZVPD.

Structure (ORCA input):
```
! RIJCOSX wB97M-V def2-TZVPD def2/J DEFGRID3
* xyz 0 4
Er -0.02 -0.06 0.07
Cl 0.40 -2.30 -1.58
Cl 0.79 -4.78 3.30
S 0.17 -2.12 1.77
S 2.74 0.28 -1.40
S -2.77 0.30 -0.63
O 1.57 0.93 1.80
O -3.25 1.03 0.52
O 1.46 0.85 -1.87
O -2.09 -0.98 -0.31
O 3.45 -0.58 -2.28
N -1.66 1.06 -1.49
N 2.33 -0.29 0.05
N -0.55 2.30 0.09
C 0.90 -4.74 1.57
C -6.46 0.09 -2.17
C -7.49 -1.17 -4.08
C 1.40 -5.96 -0.44
C -1.24 2.32 -1.06
C 3.77 1.59 -0.79
C 5.08 3.49 0.66
C -0.18 4.63 -0.06
C -5.06 -1.36 -3.47
C 1.12 -4.82 -1.17
C -0.03 3.43 0.59
C 3.52 1.71 0.56
C 2.45 0.73 0.95
C 4.15 2.68 1.31
C 0.61 -3.55 0.88
C 4.68 2.39 -1.46
C -4.14 -0.13 -1.64
C -6.31 -0.81 -3.22
C 5.33 3.35 -0.70
C 1.28 -5.91 0.94
C 0.74 -3.67 -0.51
C -0.87 4.65 -1.27
C -3.97 -1.02 -2.68
C -1.40 3.49 -1.79
C -5.38 0.43 -1.37
H -1.93 3.47 -2.73
H 3.95 2.79 2.36
H 1.49 -6.78 1.54
H -0.98 5.59 -1.81
H 0.52 3.33 1.51
H 0.24 5.54 0.37
H -7.43 0.51 -1.96
H -5.49 1.12 -0.54
H 6.06 4.00 -1.17
H 1.20 -4.81 -2.25
H -7.30 -2.08 -4.65
H 5.61 4.25 1.22
H -3.00 -1.46 -2.87
H -8.38 -1.33 -3.48
H 1.70 -6.87 -0.94
H -4.93 -2.07 -4.27
H 4.86 2.26 -2.51
H -7.71 -0.37 -4.79
*
```

## Properties
**Kohn-Sham gap (spin up / spin down)**: 0.2562 / 0.2566 hartree
**Electronic energy**: -126100.18995 eV
**Max |F|**: 0.65 eV Å⁻¹
**Highest occupied orbital energy (spin up / spin down)**: -7.3 / -7.3 eV

Atom charges from the Mulliken analysis, given in e for atoms 1 to 5: 0.503, -0.107, -0.219, -0.228, 1.143

---

Entry 4:
A cluster of 2 separate species, H5O2 in total, computed with ωB97M-V/def2-TZVPD.

Structure (ORCA input):
```
! RIJCOSX wB97M-V def2-TZVPD def2/J DEFGRID3
* xyz 2 2
O -1.00 -0.72 -0.39
O 1.05 0.76 0.00
H 2.01 0.41 -0.14
H 1.04 1.01 1.01
H -0.09 -0.07 -0.23
H -1.75 -0.07 -0.60
H -1.26 -1.32 0.36
*
```

## Properties
**Kohn-Sham gap (spin up / spin down)**: 0.5937 / 0.2687 hartree
**Electronic energy**: -4148.95101 eV
**Energy relative to the best compared isomer or geometry (same formula, charge and spin)**: 0.562 eV
**Max |F|**: 4.44 eV Å⁻¹
**Highest occupied orbital energy (spin up / spin down)**: -27.5 / -27.1 eV

Atom charges from the Mulliken analysis, given in e for atoms 1 to 5: -0.408, -0.137, 0.545, 0.564, 0.426

---

Entry 5:
A structure of composition C49H58AuN5PS, computed with ωB97M-V/def2-TZVPD.

Structure (ORCA input):
```
! RIJCOSX wB97M-V def2-TZVPD def2/J DEFGRID3
* xyz 1 1
Au 0.40 -0.43 0.18
S 1.75 1.81 3.04
P 0.25 -2.15 -1.98
N 3.45 3.90 3.45
N -1.27 -0.10 1.40
N -0.05 1.48 -0.73
N 1.37 4.40 3.69
N 1.88 -2.26 2.08
C 0.87 -2.92 -5.95
C -4.65 -0.15 1.06
C 1.12 -3.62 -1.37
C -1.97 1.03 -2.77
C 2.37 3.74 -0.31
C -4.60 -2.16 -0.40
C -2.38 2.45 3.79
C -0.02 -0.94 5.15
C 1.86 2.76 -3.64
C 1.29 -5.42 0.23
C -3.02 2.10 -2.44
C -2.06 3.63 3.12
C 3.10 -5.00 -1.30
C 0.58 -4.36 -0.32
C 3.17 1.36 -0.57
C 0.92 2.62 -4.65
C -1.51 3.54 1.86
C -1.44 -3.14 3.53
C -0.62 1.66 -3.07
C 0.76 -2.02 -3.72
C -1.52 1.10 1.95
C 2.39 -3.95 -1.85
C 1.90 -0.80 -5.45
C -1.22 2.31 1.26
C 3.38 5.25 3.77
C 0.33 1.84 -2.06
C 4.65 3.15 3.18
C -1.75 -1.30 2.01
C -3.31 -3.12 2.04
C -3.74 -1.21 0.43
C 1.55 -1.83 0.93
C -0.65 2.39 -0.05
C 1.48 -0.91 -4.13
C -1.02 -1.90 3.04
C 0.16 -1.18 3.65
C -2.13 1.22 3.22
C -1.48 -2.71 -2.01
C 2.08 5.56 3.92
C 2.20 3.38 3.40
C -2.91 -1.90 1.50
C -2.57 -3.75 3.03
C 0.46 -3.03 -4.63
C -2.48 0.16 -3.92
C 1.60 2.38 -2.33
C 2.55 -5.74 -0.26
C -0.31 2.06 -4.36
C 1.49 -1.90 3.48
C 1.59 -1.80 -6.36
C 2.70 2.61 -1.31
H -1.62 -3.61 -2.61
H 1.61 6.50 4.17
H -2.89 -4.70 3.42
H 0.37 4.27 3.72
H 2.82 -3.38 -2.67
H 0.85 -6.00 1.03
H 4.58 2.18 3.66
H 3.27 4.02 0.24
H 2.00 4.62 -0.83
H -0.39 -4.11 0.09
H 1.91 -1.72 -7.39
H -3.34 -0.43 -3.60
H -2.73 2.71 -1.59
H 2.28 -1.26 3.86
H 4.15 1.54 -0.12
H -0.10 -1.87 5.70
H -0.73 3.38 -0.52
H -3.04 -0.69 -0.23
H -4.06 -3.06 -0.71
H -2.29 4.59 3.56
H 0.63 -3.70 -6.66
H 1.50 -2.84 4.04
H 3.26 0.51 -1.25
H 4.26 5.86 3.86
H -5.25 0.34 0.29
H 4.07 -5.25 -1.68
H -5.32 -0.61 1.78
H -4.07 0.63 1.57
H -1.04 1.94 -5.15
H -0.09 -3.91 -4.32
H 5.51 3.69 3.57
H -0.88 -3.61 4.33
H -1.85 0.39 -1.88
H 3.55 2.96 -1.90
H 0.25 -0.21 3.17
H 4.77 3.00 2.10
H -4.95 -1.65 -1.30
H 1.15 2.94 -5.65
H -1.29 4.45 1.30
H 3.10 -6.57 0.16
H 2.45 0.07 -5.77
H 2.83 3.19 -3.88
H 2.50 1.10 0.25
H -5.48 -2.48 0.15
H -0.93 -0.36 5.33
H -2.81 0.77 -4.76
H 0.82 -0.37 5.54
H -2.85 2.49 4.76
H -2.42 0.32 3.74
H 1.64 3.41 0.43
H -2.11 -1.92 -2.39
H -4.20 -3.61 1.66
H -1.71 -0.52 -4.28
H 1.70 -0.12 -3.43
H -3.17 2.76 -3.29
H -3.98 1.63 -2.20
H 2.63 -2.95 2.05
H -1.77 -2.92 -0.98
*
```

## Properties
**Kohn-Sham gap (spin up / spin down)**: 0.2240 / 0.2388 hartree
**Electronic energy**: -83015.80647 eV
**Max |F|**: 0.32 eV Å⁻¹
**Highest occupied orbital energy (spin up / spin down)**: -9.8 / -9.7 eV

Atom charges from the Mulliken analysis, given in e for atoms 1 to 5: 2.085, -0.177, 1.546, 0.290, 0.358

---

Entry 6:
An isolated molecule of C5H6O, computed with ωB97M-V/def2-TZVPD.

Structure (ORCA input):
```
! RIJCOSX wB97M-V def2-TZVPD def2/J DEFGRID3
* xyz 0 1
O 1.44 1.39 1.43
C -0.36 -0.71 -0.14
C 1.06 -0.15 -0.34
C 1.52 -0.18 -1.56
C -1.37 0.38 0.20
C 1.79 0.39 0.86
H -0.30 -1.46 0.66
H -1.50 1.06 -0.64
H -0.66 -1.24 -1.05
H 2.63 -0.23 1.22
H -1.05 0.97 1.07
H -2.34 -0.07 0.43
*
```

## Properties
**Kohn-Sham gap**: 0.3581 hartree
**Electronic energy**: -7325.37110 eV
**Energy relative to the best compared isomer or geometry (same formula, charge and spin)**: 3.913 eV
**Max |F|**: 0.73 eV Å⁻¹
**Highest occupied orbital energy**: -10.5 eV

Atom charges from the Mulliken analysis, given in e for atoms 1 to 5: -0.420, -0.539, 0.375, -0.223, -1.002

---

Entry 7:
A structure of composition C32H25AsBaN11O6S, computed with ωB97M-V/def2-TZVPD.

Structure (ORCA input):
```
! RIJCOSX wB97M-V def2-TZVPD def2/J DEFGRID3
* xyz -1 1
Ba 0.48 1.21 0.36
As 3.23 2.24 2.58
S -0.41 3.96 -0.63
O -1.24 3.04 0.17
O -1.15 4.82 -1.51
O 1.79 3.19 1.41
O 0.62 3.16 -1.32
O 4.61 2.63 1.81
O 2.79 0.68 1.76
N -0.47 0.92 3.05
N -1.22 -5.06 -2.29
N -2.14 -3.62 -0.76
N -2.10 -1.29 -1.22
N -0.95 -1.43 3.14
N 1.77 -0.44 -1.57
N 1.21 -2.69 -0.90
N -3.00 -2.11 0.74
N -1.29 -2.82 -2.83
N -1.17 0.76 -2.79
N 0.15 -1.49 0.96
C -0.65 1.62 -4.97
C 1.61 -1.75 -1.83
C 0.81 -5.14 0.78
C -0.76 2.14 3.53
C -1.58 -1.59 -2.39
C 0.60 7.18 1.58
C 1.94 5.35 2.40
C 2.27 0.35 -2.55
C -0.12 -3.47 2.23
C -2.64 1.34 4.73
C 2.43 -1.45 -4.08
C -0.44 -4.39 3.20
C 0.49 -3.83 1.06
C 2.62 -0.10 -3.80
C -0.94 -0.72 -4.65
C 1.41 4.46 1.45
C -1.21 -0.46 -3.31
C 0.07 6.32 0.64
C -0.12 -5.73 2.94
C -1.81 2.40 4.38
C -0.33 -1.98 2.15
C 0.50 -6.10 1.75
C -0.66 0.34 -5.49
C -2.35 0.08 4.27
C 0.44 4.99 0.57
C -2.39 -2.35 -0.46
C -0.90 1.78 -3.61
C 1.92 -2.27 -3.10
C 0.66 -2.57 0.27
C 1.55 6.67 2.47
C -1.56 -3.79 -1.95
C -1.23 -0.12 3.43
H 1.29 -5.40 -0.16
H -0.36 -6.49 3.68
H 3.03 0.58 -4.53
H -0.45 0.17 -6.54
H -2.93 -2.84 1.43
H 3.52 0.57 1.12
H 2.68 -1.85 -5.05
H -2.93 -1.16 1.06
H 0.30 8.22 1.62
H -0.87 2.77 -3.16
H 1.99 7.32 3.22
H -0.44 2.48 -5.59
H -0.11 2.94 3.20
H -0.92 -4.09 4.12
H 0.73 -7.14 1.57
H 1.76 -3.33 -3.26
H -1.99 3.41 4.74
H -0.93 -5.23 -3.24
H -2.94 -0.78 4.55
H 2.70 4.97 3.08
H -0.67 6.68 -0.07
H -3.49 1.50 5.38
H 2.39 1.40 -2.29
H -0.96 -1.75 -5.00
H -1.53 -5.81 -1.71
*
```

## Properties
**Kohn-Sham gap**: 0.2745 hartree
**Electronic energy**: -134643.32622 eV
**Energy relative to the best compared isomer or geometry (same formula, charge and spin)**: 0.000 eV
**Max |F|**: 2.02 eV Å⁻¹
**Highest occupied orbital energy**: -5.4 eV

Atom charges from the Mulliken analysis, given in e for atoms 1 to 5: 1.860, 0.548, 1.136, -0.815, -0.712

---

Entry 8:
The ion C4H9IN with charge +1, computed with ωB97M-V/def2-TZVPD.

Structure (ORCA input):
```
! RIJCOSX wB97M-V def2-TZVPD def2/J DEFGRID3
* xyz 1 1
I 2.79 -1.55 -1.93
N 0.28 -0.07 -0.83
C -0.43 0.22 0.35
C -1.03 -1.01 0.99
C 1.21 0.90 -1.40
C 2.00 -0.10 -0.72
H 1.23 0.96 -2.49
H -1.78 -0.74 1.86
H 0.21 0.93 1.00
H 2.41 -0.17 0.29
H -0.40 -1.60 1.71
H -1.68 -1.64 0.32
H 1.02 1.88 -1.13
H -1.27 0.98 0.18
H -0.12 -0.66 -1.57
*
```

## Properties
**Kohn-Sham gap**: 0.3832 hartree
**Electronic energy**: -13875.47709 eV
**Energy relative to the best compared isomer or geometry (same formula, charge and spin)**: 2.425 eV
**Max |F|**: 4.15 eV Å⁻¹
**Highest occupied orbital energy**: -14.1 eV

Atom charges from the Mulliken analysis, given in e for atoms 1 to 5: 0.277, -0.048, -0.367, -1.077, -0.563

---

Entry 9:
A structure of composition C46H36BrF3NO4P2ReSi, computed with ωB97M-V/def2-TZVPD.

Structure (ORCA input):
```
! RIJCOSX wB97M-V def2-TZVPD def2/J DEFGRID3
* xyz -1 2
Re 0.24 0.76 1.06
Br 4.69 -3.22 0.71
P 1.35 -1.22 -1.62
P -1.86 1.03 2.03
Si -0.70 -1.49 0.72
F 1.89 1.18 5.57
F 3.47 1.85 4.26
F 1.40 2.23 3.74
O 3.67 3.12 0.52
O 1.12 -0.18 2.80
O 3.06 -0.86 3.68
O 2.12 1.54 0.83
N 6.58 0.30 1.66
C -4.11 -1.73 4.01
C -3.19 1.78 1.00
C 0.40 -2.99 1.25
C 1.92 2.84 -3.69
C 4.36 0.90 1.00
C 2.15 -0.07 3.49
C 2.30 -3.69 -2.38
C 3.33 -1.88 -3.57
C 6.28 -0.97 1.47
C -2.80 3.21 0.54
C 1.53 0.34 -2.55
C -3.55 -0.52 3.62
C 2.39 -2.33 -2.65
C 3.11 -4.59 -3.04
C -0.35 1.63 -0.61
C -2.60 -0.50 2.61
C -1.34 3.51 2.54
C -4.19 3.70 1.02
C 4.15 -2.79 -4.22
C 4.05 -4.14 -3.96
C -0.61 -2.22 -3.39
C -2.77 -2.86 2.36
C 2.92 2.27 -2.92
C 0.74 2.16 -3.91
C -5.50 2.56 -0.79
C 3.31 1.97 0.75
C -1.25 -1.96 -1.06
C -2.09 2.39 3.20
C -3.51 2.66 3.23
C 5.64 1.21 1.44
C -2.19 -1.67 1.96
C -2.81 -2.86 -2.67
C -2.50 -2.48 -1.38
C -1.86 -2.73 -3.68
C 0.54 0.91 -3.34
C 5.03 -1.38 1.03
C -3.78 0.91 -0.04
C 4.05 -0.44 0.79
C -4.81 1.29 -0.81
C -3.73 -2.90 3.37
C -1.68 3.86 1.30
C -0.31 -1.83 -2.09
C 2.72 1.03 -2.35
C -4.22 2.43 1.96
C -5.24 3.63 -0.01
C 2.24 1.31 4.27
H 4.69 -4.84 -4.47
H 3.84 2.80 -2.73
H -3.84 0.40 4.11
H -5.85 4.52 -0.12
H -3.78 -3.27 -2.90
H 4.88 -2.43 -4.94
H -3.24 -2.59 -0.60
H 5.92 2.24 1.60
H 3.06 -0.74 0.46
H -2.49 -3.78 1.87
H -0.57 4.02 3.09
H -0.11 -3.93 1.05
H -1.18 4.67 0.79
H 0.64 -2.95 2.30
H 2.07 3.83 -4.11
H 3.03 -5.65 -2.83
H 3.50 0.59 -1.74
H -0.03 2.61 -4.52
H -5.20 0.58 -1.52
H 3.42 -0.83 -3.79
H 1.58 -4.04 -1.66
H -4.18 4.66 1.53
H -4.85 -1.76 4.80
H -3.35 -0.08 -0.14
H -1.24 1.48 -1.23
H 7.07 -1.68 1.67
H -5.20 1.97 2.03
H -4.16 -3.84 3.67
H -0.40 0.40 -3.50
H 1.34 -3.01 0.70
H 0.27 2.42 -1.05
H -2.64 3.32 -0.54
H -3.92 3.36 3.96
H -6.31 2.65 -1.49
H 0.13 -2.13 -4.17
H -2.10 -3.02 -4.69
*
```

## Properties
**Kohn-Sham gap (spin up / spin down)**: 0.2033 / 0.1879 hartree
**Electronic energy**: -164744.93751 eV
**Energy relative to the best compared isomer or geometry (same formula, charge and spin)**: 7.417 eV
**Max |F|**: 3.56 eV Å⁻¹
**Highest occupied orbital energy (spin up / spin down)**: -4.4 / -4.0 eV

Atom charges from the Mulliken analysis, given in e for atoms 1 to 5: 0.703, -0.170, 1.064, 0.801, 0.793

---

Entry 10:
A cluster of 2 separate species, C5H9N in total, computed with ωB97M-V/def2-TZVPD.

Structure (ORCA input):
```
! RIJCOSX wB97M-V def2-TZVPD def2/J DEFGRID3
* xyz 0 1
N -1.88 2.61 -1.02
C -1.18 -0.79 0.03
C 0.22 1.11 -0.77
C -0.93 1.95 -0.92
C 1.36 -1.00 -0.19
C 0.13 -0.15 -0.34
H -1.94 -0.05 0.27
H 2.27 -0.39 -0.11
H 1.30 -1.64 0.70
H -1.06 -1.46 0.89
H 0.40 0.29 2.40
H -1.55 -1.40 -0.80
H 1.47 -1.67 -1.05
H 0.40 0.82 1.88
H 1.18 1.56 -1.01
*
```

## Properties
**Kohn-Sham gap**: 0.3867 hartree
**Electronic energy**: -6819.50067 eV
**Energy relative to the best compared isomer or geometry (same formula, charge and spin)**: 1.494 eV
**Max |F|**: 1.09 eV Å⁻¹
**Highest occupied orbital energy**: -9.8 eV

Atom charges from the Mulliken analysis, given in e for atoms 1 to 5: -0.450, -1.210, -0.275, 0.099, -1.315

---

Entry 11:
An isolated molecule of C4H9FS, computed with ωB97M-V/def2-TZVPD.

Structure (ORCA input):
```
! RIJCOSX wB97M-V def2-TZVPD def2/J DEFGRID3
* xyz 0 1
S 0.08 2.26 1.37
F 1.96 0.10 1.97
C 0.94 -0.35 1.18
C 0.45 0.76 0.28
C -0.88 0.06 -0.38
C -0.43 -1.01 -1.41
H 1.35 0.91 -0.35
H 0.16 -0.43 -2.12
H -1.30 -1.38 -1.85
H 0.18 -0.76 1.77
H -1.44 0.85 -0.95
H 0.15 -1.91 -1.04
H 1.36 -1.15 0.61
H -1.01 2.44 0.64
H -1.56 -0.42 0.30
*
```

## Properties
**Kohn-Sham gap**: 0.3738 hartree
**Electronic energy**: -17845.76834 eV
**Energy relative to the best compared isomer or geometry (same formula, charge and spin)**: 1.194 eV
**Max |F|**: 2.68 eV Å⁻¹
**Highest occupied orbital energy**: -9.2 eV

Atom charges from the Mulliken analysis, given in e for atoms 1 to 5: -0.190, -0.296, -0.574, 0.070, -0.510